# 1
Formula: C5H10N2O3
Source: the OMol25 dataset
Level of theory: ωB97M-V/def2-TZVPD

Positions of all 20 atoms, in Å:
C -2.28403 1.24483 -0.53721
C -2.03858 0.22293 0.50124
C 0.27412 -0.55629 1.23972
C 2.26799 -0.44559 -0.06485
C 3.11749 0.49886 -0.90599
H -2.28774 0.73838 -1.52450
H -3.31538 1.74088 -0.60117
H -1.38779 1.91740 -0.42518
H -2.90475 -0.46437 0.52610
H -1.87463 0.74598 1.51970
H -0.23921 -0.12649 2.09628
H 0.61975 -1.59695 1.41280
H 3.45354 -0.14779 -1.76111
H 4.01475 0.70942 -0.23248
H 2.67812 1.41421 -1.30682
N -0.86864 -0.67122 0.35935
N -1.04661 -1.83513 -0.19817
O 1.33935 0.17785 0.77246
O 2.47795 -1.60375 0.04799
O -1.99569 -1.96316 -0.91816

SMILES: CCN(COC(C)=O)N=O
E_LUMO: 0.6853 eV
HOMO-LUMO gap: 9.829 eV
2S+1: 1


# 2
Formula: C5H10N2O5
Source: the OMol25 dataset
Level of theory: ωB97M-V/def2-TZVPD

Positions of all 22 atoms, in Å:
C 1.05645 2.19107 -0.03680
C 0.21382 0.18137 0.69840
C 1.30242 -0.11919 -0.32723
C -0.53814 -0.68901 1.35341
C 0.82018 -1.00442 -1.47721
N 0.15729 1.55939 0.79162
N 1.65761 1.19639 -0.77282
O 1.23556 3.37611 -0.13177
O -4.73493 0.15713 -0.28680
O 2.29521 -1.96992 0.73423
O -3.45474 0.13451 0.32795
O 2.48923 -0.63767 0.27340
H -1.27876 -0.35416 2.05637
H -0.40156 -1.74575 1.22924
H -3.32109 -0.80734 0.49852
H 1.57311 -1.02111 -2.26275
H -0.10678 -0.60165 -1.87353
H 0.65438 -2.01495 -1.11396
H -0.47828 2.05488 1.39140
H 2.52145 1.35689 -1.26088
H -4.84871 1.09935 -0.46933
H 3.18627 -2.34190 0.65855

SMILES: C=C1NC(=O)N[C@@]1(C)OO.OO
E_LUMO: 0.6437 eV
HOMO-LUMO gap: 9.510 eV
2S+1: 1


# 3
Formula: C5H10N2S
Source: the OMol25 dataset
Level of theory: ωB97M-V/def2-TZVPD

Positions of all 18 atoms, in Å:
C 0.99487 -0.12649 -2.36842
C 2.04092 -0.56983 -1.33723
C 1.25675 -0.10518 -0.05834
C -2.09915 0.77816 0.78396
C -1.32249 -0.43417 0.18420
N -0.13041 0.01399 -0.45476
N -0.17874 0.12642 -1.82057
S -1.58530 0.49206 -2.55979
H 1.07742 -0.16345 -3.49137
H 2.23899 -1.57823 -1.36074
H 3.05571 -0.07048 -1.39987
H 1.42993 -0.72976 0.74068
H 1.73089 0.90908 0.09990
H -2.56743 1.44832 0.04529
H -2.95955 0.19257 1.25446
H -1.49311 1.37257 1.51175
H -1.04848 -1.07363 1.08866
H -2.00184 -1.11792 -0.34371

SMILES: CCN1CCC=[N+]1[S-]
E_LUMO (alpha / beta): 0.6481 / 0.6477 eV
HOMO-LUMO gap (alpha / beta): 8.254 / 8.253 eV
2S+1: 1


# 4
Formula: C5H10N2S
Source: the OMol25 dataset
Level of theory: ωB97M-V/def2-TZVPD

Positions of all 18 atoms, in Å:
C 1.67055 -0.03440 0.71195
C 1.01955 0.81889 -1.50027
C -0.61412 -0.16265 -0.21619
C -1.28148 -0.66117 -1.21432
C -1.28887 0.14791 1.11579
H 1.49653 0.81878 1.50867
H 1.60869 -1.13746 1.20650
H 2.72903 0.28713 0.48565
H 2.16704 1.31382 -1.45636
H -0.74185 0.99089 -2.23780
H -0.69574 -1.26037 -1.96286
H -2.34808 -0.95178 -1.30931
H -2.32133 0.53188 1.11446
H -0.68627 0.78156 1.86497
H -0.18013 -1.59680 2.53001
N 0.78964 0.01293 -0.45058
N 0.16943 1.38741 -2.32373
S -1.49260 -1.28655 2.13342

SMILES: [H]/N=C\N(C)C(=C)CS
E_LUMO: 0.5646 eV
HOMO-LUMO gap: 9.331 eV
2S+1: 1


# 5
Formula: C5H10N2S
Source: the OMol25 dataset
Level of theory: ωB97M-V/def2-TZVPD

Positions of all 18 atoms, in Å:
C 0.14318 -0.88066 1.35315
C 0.49203 0.07329 0.08817
C 0.82271 -0.85322 -1.09434
C 1.46605 0.86907 0.34072
C -0.81102 0.77573 -0.09054
H 0.10413 -0.29509 2.33123
H -0.94001 -1.29213 1.39751
H 0.83962 -1.88730 1.31447
H -0.02982 -1.41955 -1.32613
H 1.17907 -0.30417 -1.93773
H 1.69027 -1.58113 -0.77643
H 1.20725 1.94559 0.64380
H -1.90153 -1.18674 -0.75044
H -2.68287 0.60366 -0.95056
H -1.88126 2.58439 -0.09153
N -1.82855 0.04556 -0.41623
N -0.93016 2.11390 0.08918
S 3.06092 0.68879 -0.12429

E_LUMO: -0.1251 eV
HOMO-LUMO gap: 8.120 eV
2S+1: 1


# 6
Formula: C5H10N2S
Source: the OMol25 dataset
Level of theory: ωB97M-V/def2-TZVPD

Positions of all 18 atoms, in Å:
C -0.65819 1.30240 1.08988
C -1.06881 0.66869 -0.10764
C 0.04033 0.79615 -0.98753
C 0.82030 -1.55355 0.69096
C -0.11494 -1.82438 -0.36002
H -0.05974 0.63757 1.56763
H 0.03868 2.15930 0.91213
H -1.40190 1.50711 1.87942
H -2.03529 1.28075 -0.47428
H 0.00101 0.20684 -1.99486
H 0.30665 1.85595 -1.31167
H 2.25306 0.87107 -0.63254
H 1.04717 -2.21409 1.52783
H 0.22795 -1.50719 -1.37532
H -0.60598 -2.91218 -0.50744
N 1.31692 0.26284 -0.52263
N 1.58667 -0.57183 0.60227
S -1.69389 -0.96545 0.00379

SMILES: C[C@H]1CNN=CCS1
E_LUMO: 0.7256 eV
HOMO-LUMO gap: 8.708 eV
2S+1: 1


# 7
Formula: C5H10N2S
Source: the OMol25 dataset
Level of theory: ωB97M-V/def2-TZVPD

Positions of all 18 atoms, in Å:
C -0.05024 1.70213 -0.34211
C -0.08284 0.43330 0.47607
C -1.65315 -0.04663 0.69921
C -1.26662 -1.11759 -0.36150
C 1.16563 -1.52221 -0.11855
H 1.01376 2.28485 -0.36654
H -0.21972 1.61387 -1.46529
H -0.84964 2.42309 -0.01544
H 0.58172 0.56039 1.31140
H -2.46459 0.61048 0.60580
H -1.83849 -0.31264 1.73563
H -1.68782 -0.97204 -1.38254
H -1.38596 -2.10803 -0.10603
H 0.88332 -2.63397 -0.04271
H 2.28337 0.80259 -0.65731
N 0.15891 -0.73828 -0.38361
N 2.34260 -1.22087 0.28903
S 3.06975 0.24157 0.12449

SMILES: C[C@H]1CCN1/C=N\S
E_LUMO: 0.8742 eV
HOMO-LUMO gap: 8.518 eV
2S+1: 1


# 8
Formula: C5H10N2S
Source: the OMol25 dataset
Level of theory: ωB97M-V/def2-TZVPD

Positions of all 18 atoms, in Å:
C -0.57626 1.38323 -0.18888
C -0.62564 -0.97472 -0.62377
C 0.23911 0.03561 -0.00490
C 0.45793 -0.14673 1.45112
C 1.64850 0.08921 -0.67398
N -2.91191 -1.51823 -0.10344
N -1.98828 -0.82184 -0.22601
S -2.25612 1.09928 0.25369
H -0.14768 2.10106 0.60235
H -0.42494 1.80344 -1.15852
H -0.46202 -0.84740 -1.77982
H -0.29251 -1.97876 -0.31548
H 0.80238 0.78526 1.70877
H 1.15535 -0.98158 1.69680
H -0.45732 -0.33071 2.09518
H 2.07215 -0.85600 -0.87343
H 2.27379 0.75024 -0.22072
H 1.49347 0.40861 -1.63897

E_LUMO: 0.4542 eV
HOMO-LUMO gap: 8.528 eV
2S+1: 1


| no. | E (eV) |
| --- | --- |
| 1 | -14466.9861 |
| 2 | -18559.7024 |
| 3 | -19159.5549 |
| 4 | -19159.4025 |
| 5 | -19158.0632 |
| 6 | -19158.8745 |
| 7 | -19159.5237 |
| 8 | -19159.5596 |